1.
107
Properties=species:S:1:pos:R:3:forces:R:3 method="wB97M-V/def2-TZVPD" charge=+2 e_tot_ha=-4386.4510 gap_ha=0.1328 e_lumo_ev=-8.2
Ag 20.3898 3.8287 -17.2575 -0.33 -0.08 0.44
Ag 26.7423 3.1581 -18.1316 0.06 -0.39 -0.03
Ag 20.6381 -5.3640 -15.3250 0.21 0.23 -0.03
P 25.0381 -0.1145 -23.5391 2.02 0.38 0.19
P 24.3063 6.9118 -9.1966 0.51 1.02 -0.40
P 29.1305 -8.9708 -16.6034 0.45 -0.08 -0.80
P 27.9631 -1.4339 -8.6154 -1.71 -0.79 0.45
O 23.8828 6.9093 -7.7725 0.14 -0.37 -2.14
O 28.6800 -7.6936 -17.4977 0.48 -0.55 0.42
O 24.5383 -0.3153 -16.1826 0.07 0.12 -0.32
O 32.0567 -0.7904 -17.6427 -0.64 -0.53 -0.09
O 28.8962 -8.8525 -15.1474 -0.50 -0.38 -1.33
O 30.6869 -9.0746 -16.9880 -2.08 0.58 -1.06
O 23.2004 -1.9886 -16.1046 -0.42 -0.81 -0.08
O 27.2684 0.0122 -8.2339 0.63 -2.13 -0.64
O 25.9310 6.9500 -9.4180 -2.48 -1.25 -0.39
O 28.4474 -2.0724 -7.1977 -0.88 0.48 -0.64
O 23.7558 5.6918 -10.1570 0.68 1.13 2.31
O 25.2281 0.6682 -24.9319 0.24 0.26 2.25
O 25.6767 0.6192 -22.3976 -1.46 -0.86 -1.46
O 28.9506 -1.4260 -9.7175 -0.88 0.07 1.39
O 25.6836 -1.5406 -23.8194 0.69 -1.20 -0.38
O 22.4526 -0.0388 -16.6610 -0.47 0.16 -0.32
O 23.8655 8.2884 -10.0388 0.75 -2.20 1.24
O 18.7012 3.7731 -13.7989 -0.46 -0.07 -1.09
O 26.5951 -2.3446 -8.9011 2.07 0.89 0.57
O 34.4202 -2.5974 -16.6598 -1.37 -0.86 -0.12
O 18.0330 6.0957 -15.3482 1.88 0.80 -1.05
O 23.4923 -0.5037 -23.5140 0.10 0.29 0.50
O 28.4590 -10.2643 -17.4319 2.13 1.61 0.96
N 23.3944 -0.7928 -16.3357 0.56 0.80 0.58
C 24.7055 0.1230 -26.0946 -0.49 -1.21 -1.43
C 22.9390 -1.4528 -22.5763 0.15 -0.59 0.18
C 26.0363 -2.4674 -10.1990 -0.34 0.55 -0.47
C 31.0404 -1.6512 -18.2647 1.84 0.54 -0.69
C 28.0265 1.0098 -7.5825 -0.06 1.18 0.15
C 22.6212 8.8810 -9.7421 -0.79 1.95 -0.17
C 18.1017 2.4938 -13.6197 0.58 0.37 0.34
C 32.5168 -1.1971 -16.3130 -1.71 -1.01 -0.72
C 31.4044 -10.1828 -16.5205 0.74 -0.89 1.80
C 18.0548 4.9055 -13.2238 0.85 0.63 0.39
C 27.5684 -6.8719 -17.0977 -0.40 -1.06 0.38
C 34.9548 -3.9062 -16.5401 0.36 0.32 -0.33
C 24.2433 5.3911 -11.4488 0.10 0.65 -0.35
C 33.0594 -2.6235 -16.1468 1.32 2.17 -0.22
C 17.2689 5.7818 -14.2116 -0.23 -0.79 -0.28
C 19.1834 6.9566 -15.0822 -0.94 -0.49 0.80
C 26.6906 8.0260 -8.9020 0.06 1.15 -0.42
C 27.0790 -10.3068 -17.5256 -2.10 0.36 0.41
C 27.0280 -1.9144 -24.2993 0.08 0.97 0.28
C 27.6430 -1.9884 -5.9578 -0.38 1.20 -0.93
H 18.7316 1.7641 -14.1284 0.12 0.08 0.01
H 32.0571 -10.6659 -17.2476 -0.29 0.44 -0.34
H 17.1032 2.3984 -14.0463 -0.21 0.21 0.31
H 33.2330 -0.4709 -15.9286 -0.15 0.05 -0.39
H 32.3408 -3.3417 -16.5415 0.50 -0.38 -0.54
H 26.6115 -9.3284 -17.4145 0.12 0.28 0.17
H 35.9867 -3.9618 -16.8870 0.09 0.55 0.14
H 30.7692 -10.9408 -16.0622 -0.24 -0.13 -0.32
H 28.9421 0.6612 -7.1048 -0.17 -0.22 0.11
H 27.8588 -5.9120 -16.6705 0.27 -0.17 -0.16
H 27.0588 -2.3207 -25.3102 -0.85 0.21 -0.09
H 25.2922 0.4310 -26.9600 -0.34 0.79 0.12
H 27.3450 1.4928 -6.8823 0.20 -0.24 0.39
H 31.9949 -9.8239 -15.6776 0.38 -0.06 -0.13
H 25.1324 5.9886 -11.6502 0.12 -0.26 -0.18
H 23.6360 0.3292 -26.1377 0.12 0.20 -0.49
H 18.1822 2.3149 -12.5475 -0.66 -0.54 0.02
H 26.6399 -10.9255 -16.7430 0.12 -0.20 0.02
H 27.4853 7.6658 -8.2487 -0.27 -0.02 0.00
H 26.6063 -1.6987 -6.1291 -0.12 -0.33 -0.67
H 27.1015 8.5504 -9.7647 0.38 -0.13 0.02
H 21.8778 8.7184 -10.5225 -0.01 -0.68 0.06
H 31.5920 -1.2039 -15.7360 0.04 0.32 0.67
H 23.4654 5.6740 -12.1580 0.01 -0.04 -0.15
H 26.6399 -1.9915 -10.9719 0.08 0.21 0.15
H 25.0547 -1.9968 -10.1423 -0.04 0.05 -0.28
H 28.0007 -1.1060 -5.4271 0.53 -0.54 0.48
H 22.1937 8.7755 -8.7450 0.33 -0.95 0.02
H 22.7607 9.9611 -9.7861 0.36 0.15 -0.13
H 26.8965 -6.7552 -17.9480 0.32 0.21 -0.19
H 27.6748 -1.0370 -24.2945 -0.08 0.05 0.09
H 17.4963 4.7104 -12.3083 -0.39 -0.50 -0.18
H 27.5118 -2.6797 -23.6924 -0.62 0.15 0.51
H 26.6727 -10.6267 -18.4851 0.77 -0.43 -0.21
H 28.2968 1.8184 -8.2616 0.15 -0.25 -0.39
H 33.1218 -2.7950 -15.0722 -0.08 -0.12 0.25
H 19.7644 7.2099 -15.9691 -0.52 -0.25 -0.35
H 22.7838 -2.4174 -23.0595 0.28 0.10 -0.27
H 27.0130 -7.4580 -16.3656 -0.14 0.48 0.35
H 34.4286 -4.5769 -17.2193 -0.37 -0.39 0.42
H 24.8306 -0.9578 -26.1608 -0.13 -0.29 0.50
H 19.8602 6.4852 -14.3697 0.10 -0.14 0.00
H 24.4392 4.3226 -11.5384 0.09 0.09 0.19
H 18.8478 7.8817 -14.6136 -0.06 0.16 -0.10
H 31.5523 -2.5861 -18.4929 -0.67 -0.55 0.57
H 30.8187 -1.3105 -19.2761 0.57 0.81 -0.08
H 18.9394 5.4219 -12.8512 -0.25 0.67 0.05
H 16.8094 6.6886 -13.8183 0.46 0.16 0.74
H 21.9567 -1.1659 -22.2009 0.16 0.65 -0.29
H 26.0589 8.7808 -8.4336 0.03 -0.26 0.48
H 16.4009 5.2621 -14.6173 0.07 -0.43 0.02
H 30.0223 -1.6906 -17.8772 0.34 -0.29 1.20
H 34.9282 -4.1661 -15.4819 -0.10 -0.64 -0.05
H 23.5865 -1.6169 -21.7150 0.14 0.19 -0.08
H 27.6063 -2.9248 -5.4012 0.71 0.14 -0.26
H 25.8984 -3.4950 -10.5354 0.21 -0.23 0.58

2.
106
Properties=species:S:1:pos:R:3:forces:R:3 method="wB97M-V/def2-TZVPD" e_tot_ha=-4086.9949 gap_ha=0.3168 e_lumo_ev=-0.2
Hf -5.2308 -11.0726 -15.5981 -0.21 0.12 0.98
S -7.8171 -11.5930 -14.6589 0.55 -2.02 -0.77
S -4.0896 -13.6145 -16.2727 0.44 -0.62 2.37
S -4.1453 -8.9108 -17.0526 0.19 -3.57 -2.46
Na -3.4863 -11.5871 -18.5831 0.16 0.39 0.03
Na -7.3255 -14.9931 -14.2794 0.31 -0.47 0.23
O -7.2571 -11.5595 -16.0711 0.19 0.16 -1.41
O -5.5358 -18.3382 -15.5472 0.36 -0.51 -0.31
O -6.7511 -17.1515 -17.7423 -0.58 -0.32 -0.07
O -8.9792 -10.8407 -14.4506 -1.57 0.49 0.05
O -5.5743 -9.1411 -16.5155 0.62 -1.07 -0.70
O -4.7587 -14.9040 -16.1207 -0.13 1.06 -0.26
O -3.4521 -10.2349 -16.4392 -1.07 1.23 -0.85
O -2.7248 -13.7267 -16.7523 -0.61 0.56 0.10
O -4.8704 -12.6299 -17.1714 0.13 -0.13 1.19
O -6.1396 -16.6660 -13.5599 -0.62 -0.24 -0.92
O -3.9686 -9.1290 -18.5409 -0.86 0.61 2.99
O -3.6650 -7.7446 -16.4534 1.30 1.91 0.40
O -9.0982 -14.6559 -20.3087 -1.36 -0.20 -0.50
O 0.5306 -18.6296 -15.8294 1.11 -1.17 1.43
O -2.5990 -10.6893 -11.4364 -0.34 0.32 1.51
O -6.6390 -10.9808 -13.9954 2.05 0.98 1.65
O -4.1631 -12.8499 -14.8295 -0.47 -0.40 -3.45
O -3.7345 -18.3711 -13.2372 1.06 0.61 0.86
O -11.8231 -15.4022 -14.8670 -0.53 0.18 0.31
O -7.8452 -13.0209 -14.3305 -0.51 1.12 0.69
N -3.0802 -17.8326 -16.5455 0.17 -1.80 -0.66
N -4.0707 -10.1402 -13.7608 1.09 0.46 -0.67
N -8.4555 -15.1074 -16.2247 0.54 -0.66 0.67
N -6.6935 -14.2328 -18.9782 0.10 -1.56 -0.60
C -9.7397 -14.5960 -15.7892 -1.51 0.34 -0.07
C -7.3906 -18.1953 -16.9829 -0.59 1.48 0.30
C -1.8201 -9.1056 -13.6528 -0.89 0.38 -0.18
C -8.1070 -13.8582 -20.8557 0.67 1.07 0.56
C -2.5621 -10.4409 -13.7642 0.04 0.26 1.05
C -1.9743 -18.6865 -16.0266 0.60 0.86 -0.11
C -7.4537 -13.2320 -19.6525 0.94 0.80 0.05
C -3.2917 -11.4653 -10.4888 -0.14 1.00 0.90
C -2.2118 -11.3645 -12.5487 -0.21 0.14 -3.60
C -4.3160 -17.4732 -12.2982 0.65 0.53 0.17
C -10.0882 -15.0460 -21.2387 -0.83 -0.59 0.79
C -0.5895 -17.9691 -16.3062 -1.18 -0.06 0.73
C -10.6793 -15.8155 -15.5061 1.63 0.52 -1.10
C -12.6654 -16.4471 -14.4034 -0.56 0.86 1.26
C -1.9861 -20.0636 -16.6966 0.11 1.51 -0.02
C -6.4870 -12.0829 -19.9404 -1.87 0.96 -0.03
C -4.9018 -16.2929 -13.0175 0.44 -0.26 -0.11
C 0.8270 -18.4820 -14.4184 0.23 1.16 -0.80
C -6.3293 -19.0717 -16.4479 -0.50 -1.09 -0.13
C -10.2842 -13.6117 -16.8470 -0.62 -0.52 0.66
H -7.7823 -14.4022 -16.5049 -0.43 0.51 0.01
H -10.9165 -15.4802 -20.6381 0.39 0.37 -0.39
H -10.4938 -14.2226 -21.8560 0.37 -0.17 0.30
H -10.9237 -16.2954 -16.4536 -0.03 -0.28 -0.41
H -10.0765 -16.5323 -14.9315 -0.21 -0.11 0.28
H -4.2637 -11.8085 -10.8531 0.12 -0.34 -0.23
H -2.2242 -10.9331 -14.6595 -0.44 -0.31 -0.39
H -10.1282 -12.5832 -16.4935 -0.09 -0.21 -0.47
H -7.9098 -17.7285 -16.1087 -0.18 -0.36 -0.76
H -12.0973 -17.3801 -14.2528 -0.28 0.21 -0.17
H 0.6337 -19.3180 -13.7757 -0.61 -0.92 -0.16
H -5.0440 -17.9273 -11.6108 0.21 -0.07 -0.26
H -1.0360 -20.5520 -16.4773 -0.34 -0.34 -0.07
H -5.8443 -19.4018 -17.3590 1.08 -0.15 0.07
H -6.7249 -19.9818 -15.9774 -0.07 0.23 0.15
H -4.1841 -9.1008 -13.7488 0.07 -1.03 -0.16
H -2.7191 -12.3424 -12.7208 0.35 0.48 0.42
H -6.2290 -16.6218 -17.1274 0.13 0.06 0.07
H -9.7189 -15.8533 -21.8608 0.15 -0.08 -0.49
H -3.4874 -17.0434 -11.7313 0.16 -0.46 0.29
H -5.5983 -12.3463 -20.4901 0.34 -0.34 -0.09
H -4.3387 -18.9944 -13.5977 -1.15 -0.55 -0.36
H -4.1526 -15.9863 -13.7713 -0.47 -0.01 -0.01
H -2.8716 -20.5606 -16.3760 -0.40 -0.95 0.50
H 1.9057 -18.2974 -14.2930 -0.34 0.17 -0.35
H -4.4178 -10.4382 -12.8595 -0.29 -0.09 0.15
H 0.2591 -17.6327 -14.0167 0.19 -0.02 -0.03
H -2.9900 -16.8975 -16.2334 0.11 1.20 0.29
H -13.5659 -16.6077 -15.0674 0.99 0.13 0.65
H -9.7001 -14.0496 -14.8386 0.33 -0.34 -0.23
H -1.1281 -11.4480 -12.7097 0.05 -0.46 0.81
H -3.5122 -10.7676 -9.6655 0.13 -0.39 -0.11
H -4.6408 -18.2004 -15.9778 0.29 0.23 0.27
H -2.1103 -8.4768 -14.5281 0.28 -0.29 0.69
H -8.6164 -15.6270 -17.0640 0.10 -0.53 -0.54
H -0.7286 -9.1769 -13.6158 -0.22 -0.24 -0.03
H -7.0531 -11.3233 -20.5007 0.39 0.04 -0.04
H -7.3918 -14.4308 -21.4068 0.74 -0.72 -0.43
H -11.3528 -13.8163 -16.9935 0.09 0.42 0.03
H -9.7772 -13.8219 -17.7862 -0.03 0.30 -0.14
H -2.1880 -8.6560 -12.7165 0.38 0.25 -0.35
H -7.1643 -15.1359 -19.0193 0.27 0.20 0.51
H -6.4338 -13.9559 -18.0597 0.18 -0.05 0.68
H -2.1312 -19.9252 -17.7666 0.40 -0.05 -0.28
H -12.9686 -16.0479 -13.3761 -0.14 -0.96 -1.34
H -0.4695 -17.9622 -17.3833 -0.02 0.31 -0.33
H -2.6635 -12.2687 -10.1153 -0.11 -0.33 0.03
H -8.4287 -13.0814 -21.5455 -0.75 0.19 -0.02
H -3.0685 -17.8375 -17.5697 0.04 0.20 0.38
H -8.0737 -18.7232 -17.6674 0.15 0.25 0.38
H -0.5550 -16.9440 -15.8936 -0.52 -0.09 -0.34
H -6.3006 -11.6207 -18.9703 0.49 0.05 -0.10
H -5.0660 -15.4359 -12.3674 -0.03 0.00 0.28
H -8.2442 -12.8333 -18.9972 -0.11 0.12 -0.37
H -2.1734 -18.7958 -14.9486 0.38 0.10 -0.29
H -5.9884 -17.3205 -14.2952 0.03 0.36 0.34

3.
88
Properties=species:S:1:pos:R:3:forces:R:3 method="wB97M-V/def2-TZVPD" e_tot_ha=-1698.1925 de_lowest_kcal_mol=129.0 smiles=COCCOC.COCCOC.COCCOC.COCCOC.CO.CO.CO.CO gap_ha=0.3609 e_lumo_ev=0.6
O -6.2496 -17.4008 13.7520 1.00 0.68 0.62
O -6.7243 -19.5471 15.1496 0.05 0.98 0.88
O -8.0448 -16.6306 16.1877 0.38 0.06 -0.03
O -1.7915 -14.3810 14.3864 -0.38 -0.41 0.01
O -6.5829 -18.8324 11.6264 -0.66 -0.21 0.77
O -8.0139 -14.8282 11.0009 0.68 -0.39 0.15
O -9.1411 -13.9666 16.7589 -0.15 -0.81 0.42
O -5.3789 -13.7195 10.9490 -0.73 0.12 -1.48
O -4.4554 -13.2253 15.2548 -0.13 -0.99 -0.65
O -14.1442 -16.8937 11.8387 0.26 0.03 -0.12
O -11.2144 -17.8141 12.1757 1.20 0.19 0.38
O -7.8872 -20.8800 12.9159 0.53 -0.50 -0.86
C -7.7636 -15.3206 9.6614 0.60 0.79 0.77
C -5.8977 -14.1178 12.1577 -1.34 -0.17 1.60
C -13.3637 -17.7737 11.0333 0.97 -0.25 0.63
C -7.8257 -15.7675 17.3072 0.42 0.05 -1.60
C -7.0281 -15.2045 11.9866 1.22 -0.23 -1.69
C -9.8309 -17.3251 12.1746 -1.85 0.27 1.19
C -9.3877 -12.7591 16.1532 1.54 1.17 -0.92
C -11.8832 -17.2838 11.0510 -1.33 -0.25 0.84
C -9.1360 -20.6461 13.5168 0.08 -0.40 0.61
C -5.6844 -19.0582 10.5763 0.65 0.24 0.28
C -4.2592 -12.9057 11.0712 -0.23 0.95 -1.68
C -15.4247 -17.3795 12.1411 -0.31 -0.86 0.93
C -7.7676 -14.3264 16.8731 -1.55 1.18 2.11
C -9.3692 -17.1168 16.0717 -0.98 1.48 -0.22
C -6.6429 -19.5444 16.5946 -0.67 -1.09 -1.80
C -2.2452 -14.2044 15.7211 -0.88 -2.14 0.52
C -4.8485 -17.2620 13.9217 0.65 -0.16 0.71
C -3.7642 -14.2358 15.9085 0.78 -0.34 0.15
C -0.9889 -15.5100 14.1187 0.88 -0.04 -0.26
C -4.1945 -12.0096 15.8251 -0.05 2.08 1.09
H -9.4675 -17.7702 15.2136 0.47 -0.40 0.10
H -11.4030 -17.6703 10.1820 0.45 -0.08 -1.11
H -4.0129 -15.2168 15.5070 -0.75 0.18 -0.03
H -4.5142 -11.9776 16.9418 0.22 0.14 -1.69
H -4.4199 -16.4071 13.4055 -0.22 0.38 -0.16
H -9.3291 -17.6535 13.0884 -0.29 -0.02 -0.10
H -0.6675 -15.4355 13.0250 -0.35 -0.17 1.61
H -4.4467 -12.0229 11.6713 -0.19 0.34 0.23
H -7.7193 -16.4262 9.5955 -0.35 0.49 0.15
H -4.2614 -18.1204 13.5651 -0.39 -0.19 0.06
H -6.9184 -15.9997 17.8415 0.52 -0.61 -0.06
H -13.3155 -18.8121 11.4772 -0.34 0.85 -0.37
H -6.2143 -19.1950 9.6519 -0.15 -0.02 -0.63
H -4.7071 -11.2949 15.1711 -0.34 0.14 0.71
H -15.9858 -17.5695 11.2350 -0.26 -0.21 -0.37
H -8.6510 -15.8774 17.9724 -0.60 0.12 0.79
H -9.8610 -16.2252 12.1613 0.28 -0.30 -0.18
H -8.5443 -14.8435 9.0955 -0.63 -0.46 -0.39
H -5.0333 -14.5078 12.7032 -0.38 -0.33 0.72
H -11.8167 -16.1930 11.1030 -0.22 0.06 -0.35
H -9.3070 -17.7343 11.3496 0.61 -0.23 -1.04
H -7.2546 -14.0027 15.9946 0.69 -0.57 -0.94
H -0.0918 -15.5806 14.8111 -0.74 0.32 -0.86
H -6.7682 -20.5330 17.0028 -0.15 -0.55 -0.18
H -7.2752 -20.7467 13.6327 0.82 0.05 0.82
H -16.0323 -16.6771 12.7517 0.85 -0.07 -0.41
H -6.8450 -14.9079 9.2125 0.04 -0.20 0.54
H -15.3601 -18.3331 12.7399 -0.05 0.67 -0.57
H -3.9722 -12.5806 10.0379 -0.23 -0.25 0.89
H -4.5975 -17.1366 14.9981 -0.43 -0.17 -0.58
H -4.9726 -18.2127 10.4926 -0.53 -0.27 0.01
H -6.3654 -17.7343 12.8467 -0.31 -0.46 -0.25
H -9.8624 -20.5563 12.7392 -0.66 -0.21 -0.35
H -5.0998 -19.9338 10.7941 0.41 -0.54 -0.14
H -7.3797 -18.9154 17.0010 -1.03 0.90 0.59
H -10.1483 -16.3146 15.8660 1.05 -0.51 0.42
H -9.3559 -21.4464 14.2570 -0.20 0.44 -0.54
H -6.3221 -13.2472 12.7724 0.51 -0.82 -0.83
H -6.5652 -16.1569 11.5995 -0.22 0.85 0.44
H -9.1365 -11.8525 16.7767 -0.26 -0.80 -0.30
H -6.9012 -19.6672 12.0778 0.01 0.76 -0.84
H -1.9956 -14.9826 16.4921 0.77 0.20 -1.02
H -5.7016 -19.2128 16.8758 1.94 0.76 0.72
H -9.6365 -17.6010 16.9989 -0.34 -0.51 0.24
H -3.1426 -11.6419 15.7873 -0.29 -0.71 0.05
H -9.0576 -19.7071 14.0211 -0.38 0.61 0.61
H -8.7410 -12.7086 15.2338 -0.65 0.33 0.42
H -1.5545 -16.4277 14.2860 -0.09 -0.22 -0.22
H -6.6308 -18.5726 14.8828 -0.26 -1.47 -0.18
H -13.7456 -17.8499 9.9874 0.11 0.20 0.63
H -1.7945 -13.3244 15.9903 0.86 2.28 1.24
H -10.4175 -12.7557 15.8656 -0.64 0.27 -0.15
H -7.4947 -15.4511 12.9462 -0.05 0.37 -0.24
H -7.3665 -13.6974 17.7057 0.17 -0.43 -0.25
H -4.0225 -14.1857 17.0019 0.40 -0.25 -0.63
H -3.4512 -13.4321 11.4987 1.18 -0.74 0.67